Entry 1:
11
Properties=species:S:1:pos:R:3:mulliken_charge:R:1 method="wB97M-V/def2-TZVPD" e_homo_ev=-9.0 charge=0 homo_lumo_gap_ev=7.690 de_lowest_kcal_mol=30.0
S -3.423 -0.677 -0.029 -0.279
C -1.845 -0.307 -0.047 0.318
C -1.281 1.056 -0.017 -0.525
C 0.046 0.904 -0.010 -0.138
C 0.403 -0.516 -0.016 0.544
N 1.451 -1.205 -0.025 -0.367
S 2.918 -0.293 -0.029 -0.160
O -0.850 -1.163 0.040 -0.330
H -1.966 1.877 0.082 0.451
H 0.817 1.689 0.012 0.301
H 3.730 -1.365 0.038 0.185


Entry 2:
11
Properties=species:S:1:pos:R:3:mulliken_charge:R:1 method="wB97M-V/def2-TZVPD" e_homo_ev=-9.3 charge=0 homo_lumo_gap_ev=7.177 de_lowest_kcal_mol=85.1
C -0.203 1.046 -0.977 -0.136
C 1.103 0.970 -0.642 -0.292
C -1.280 0.411 -0.193 0.372
C -0.363 -1.636 1.025 0.756
N -0.971 -0.886 0.288 -0.237
O -2.402 0.770 -0.010 -0.471
S -0.394 -2.921 1.800 -0.333
S 1.989 0.298 0.686 -0.271
H -0.205 1.619 -1.862 0.329
H 1.864 1.256 -1.294 0.338
H 0.863 -0.928 1.179 -0.055


Entry 3:
9
Properties=species:S:1:pos:R:3:mulliken_charge:R:1 method="wB97M-V/def2-TZVPD" e_homo_ev="-8.5 / -8.5" charge=0 homo_lumo_gap_ev="6.894 / 6.783" smiles=CC#CC#S#N de_lowest_kcal_mol=151.3
C 0.075 -0.139 0.074 -1.230
C -1.327 -0.551 0.012 0.343
C -2.344 -1.243 -0.044 0.391
C -3.677 -1.283 -0.107 -0.472
S -4.405 0.359 0.078 0.247
N -3.158 1.165 -0.039 -0.304
H 0.686 -0.670 -0.555 0.332
H 0.550 -0.083 1.023 0.328
H 0.197 0.876 -0.171 0.366


Entry 4:
9
Properties=species:S:1:pos:R:3:mulliken_charge:R:1 method="wB97M-V/def2-TZVPD" e_homo_ev=-9.7 charge=0 homo_lumo_gap_ev=7.955 smiles="C=CC(=S)C#N" de_lowest_kcal_mol=5.4
C 1.301 0.074 1.891 -0.746
C 1.113 0.571 0.689 -0.086
C 0.016 0.057 -0.242 0.316
S -0.281 0.894 -1.601 -0.192
C -0.769 -1.063 0.237 0.190
N -1.420 -1.894 0.712 -0.333
H 2.008 0.518 2.591 0.247
H 0.769 -0.815 2.214 0.251
H 1.693 1.422 0.371 0.353


Entry 5:
9
Properties=species:S:1:pos:R:3:mulliken_charge:R:1 method="wB97M-V/def2-TZVPD" e_homo_ev=-9.0 charge=0 homo_lumo_gap_ev=7.130 smiles="N=C=C=CC=S" de_lowest_kcal_mol=56.7
N -1.144 -1.992 -1.840 -0.501
C -0.700 -0.966 -1.296 0.564
C -0.246 -0.220 -0.385 -0.338
C 0.278 0.814 0.297 -0.308
C 0.758 0.962 1.630 -0.023
S 0.601 -0.120 2.826 -0.201
H -1.440 -2.100 -2.744 0.266
H 0.467 1.680 -0.183 0.339
H 1.426 1.942 1.695 0.203


Entry 6:
9
Properties=species:S:1:pos:R:3:mulliken_charge:R:1 method="wB97M-V/def2-TZVPD" e_homo_ev=-4.0 charge=-1 homo_lumo_gap_ev=8.387 smiles="O=C([O-])C1=CC1" de_lowest_kcal_mol=23.2
O -1.300 0.321 -2.192 -0.625
C -1.525 -0.321 -1.171 0.583
O -2.260 -1.184 -0.793 -0.588
C -0.259 0.179 0.042 0.100
C 0.332 0.847 1.028 -0.589
C 1.211 -0.235 0.448 -0.634
H 0.298 1.474 1.823 0.405
H 2.043 0.129 -0.098 0.163
H 1.459 -1.210 0.913 0.185


| no. | electronic energy (eV) |
| --- | --- |
| 1 | -29403.029 |
| 2 | -29400.641 |
| 3 | -16513.690 |
| 4 | -16520.017 |
| 5 | -16517.791 |
| 6 | -8289.829 |